{
  "formula": "C31H53IrN5O6PSSi2",
  "method": "ωB97M-V with the def2-TZVPD basis set",
  "orbital_gap_ev": [4.4, 7.6],
  "largest_force_ev_per_a": 0.5,
  "total_charge": 0,
  "multiplicity": 5,
  "elements": ["Ir", "O", "C", "O", "C", "C", "C", "C", "C", "N", "C", "O", "O", "H", "H", "H", "C", "N", "C", "N", "C", "N", "C", "P", "C", "C", "H", "H", "H", "H", "H", "H", "H", "H", "H", "H", "H", "H", "C", "Si", "C", "C", "C", "Si", "C", "C", "C", "H", "H", "H", "H", "H", "H", "H", "H", "H", "H", "H", "H", "H", "H", "H", "H", "H", "H", "H", "O", "N", "C", "C", "C", "C", "C", "H", "H", "H", "H", "H", "C", "C", "C", "S", "O", "C", "C", "C", "H", "H", "H", "H", "H", "H", "H", "H", "H", "H", "H", "H", "H", "H"],
  "coordinates": [[0.399433, 0.683231, 0.201048], [-1.610310, -2.327361, -4.086793], [-1.241453, -1.433243, -1.924422], [-0.213081, -1.571930, -0.880904], [-1.932674, -0.092560, -1.814061], [-3.153791, 0.123435, -2.384393], [-3.731076, 1.435104, -2.326120], [-3.022400, 2.435927, -1.730002], [-1.750161, 2.185215, -1.192768], [-1.228262, 0.886782, -1.208115], [-0.881025, 3.196798, -0.638170], [-1.220918, 4.355426, -0.358238], [0.355819, 2.771043, -0.385781], [-3.664524, -0.692122, -2.878356], [-4.707574, 1.620384, -2.751528], [-3.401257, 3.447956, -1.665388], [5.262633, 0.412172, -2.069540], [4.297450, -0.588358, -2.521092], [3.679508, -0.108395, -3.759513], [3.077308, 1.218030, -3.657427], [4.086827, 2.154322, -3.173690], [4.707754, 1.755285, -1.908880], [3.754266, 1.804331, -0.797324], [2.335902, 0.652779, -1.058763], [3.293867, -0.859429, -1.486652], [1.916688, 1.200432, -2.763808], [6.064137, 0.465675, -2.809515], [5.690129, 0.087760, -1.118274], [2.916290, -0.823324, -4.073903], [4.457701, -0.071118, -4.525279], [3.632092, 3.138565, -3.052853], [4.877825, 2.222785, -3.923952], [3.350558, 2.815072, -0.689688], [4.275008, 1.553090, 0.129503], [2.591890, -1.622871, -1.833503], [3.785151, -1.253262, -0.592812], [1.471115, 2.194431, -2.682655], [1.147588, 0.539037, -3.161925], [-0.642322, -1.621760, -3.313296], [-2.149284, -2.947706, -1.194881], [-3.948014, -2.809982, -0.776004], [-1.791672, -4.570565, -2.032067], [-0.849550, -2.472181, 0.110103], [0.465618, -3.551899, 0.896930], [-0.330204, -4.694038, 2.145801], [1.735335, -2.465352, 1.766344], [1.355323, -4.588266, -0.377743], [-1.349714, -2.297166, -5.011980], [0.291388, -2.193187, -3.229643], [-0.438442, -0.656226, -3.785091], [-4.535544, -2.896082, -1.693027], [-4.171917, -1.847910, -0.314566], [-4.255026, -3.614279, -0.103570], [-2.449833, -4.705525, -2.889874], [-1.960213, -5.395182, -1.333992], [-0.762217, -4.622660, -2.385217], [-1.340756, -1.854368, 0.874459], [-0.774461, -4.154491, 2.982629], [0.427595, -5.366361, 2.554943], [-1.108642, -5.310072, 1.689710], [1.700870, -2.600029, 2.849905], [1.573484, -1.399636, 1.563439], [2.748153, -2.706918, 1.436103], [0.717193, -5.368359, -0.793228], [2.210753, -5.073973, 0.098447], [1.736247, -3.982599, -1.202901], [1.214138, 1.724874, 2.198814], [1.936415, 2.821715, 2.122624], [1.372570, 3.987148, 1.751570], [2.153157, 5.123846, 1.644571], [3.505598, 5.067975, 1.926730], [4.058684, 3.857688, 2.326032], [3.252860, 2.746792, 2.414132], [0.320942, 3.966517, 1.520338], [1.672119, 6.035295, 1.321583], [4.123071, 5.951088, 1.840262], [5.107637, 3.762819, 2.566191], [3.584869, 1.763084, 2.708259], [-4.393441, 2.796715, 2.378805], [-3.144890, 2.633593, 3.240105], [-1.886567, 2.321830, 2.434536], [-1.727393, 0.636808, 1.824611], [-2.990194, 0.234094, 1.158729], [-1.628484, -0.275710, 3.405076], [-2.943703, -0.940089, 3.813130], [-3.286111, -2.210677, 3.047538], [-5.244669, 3.095073, 2.992341], [-4.637656, 1.873167, 1.858080], [-4.232061, 3.565712, 1.621084], [-3.305753, 1.876175, 4.011080], [-2.948399, 3.566435, 3.776043], [-0.961755, 2.491734, 2.986966], [-1.856646, 2.929253, 1.525453], [-1.310302, 0.455149, 4.149265], [-0.822855, -1.004813, 3.294863], [-3.760244, -0.225426, 3.708822], [-2.858094, -1.169360, 4.879381], [-3.466729, -1.989851, 1.999155], [-4.186716, -2.668328, 3.458852], [-2.481981, -2.944648, 3.118781]],
  "forces_ev_per_angstrom": [[0.383, -0.249, 0.171], [0.042, -0.042, -0.029], [-0.081, 0.027, 0.085], [0.022, 0.061, -0.162], [0.134, 0.055, 0.137], [-0.126, 0.035, -0.072], [0.049, -0.121, 0.013], [-0.043, 0.129, 0.039], [0.071, -0.188, -0.018], [-0.184, 0.084, -0.347], [0.179, 0.023, 0.078], [-0.076, 0.042, -0.061], [-0.044, 0.062, -0.085], [-0.007, -0.011, 0.009], [-0.010, 0.005, -0.007], [0.002, 0.008, -0.007], [0.019, -0.004, 0.024], [-0.007, -0.004, -0.001], [0.010, -0.019, -0.011], [0.008, -0.008, 0.018], [0.019, 0.013, 0.007], [0.001, -0.002, -0.010], [-0.020, -0.010, 0.060], [-0.488, 0.031, 0.103], [-0.003, -0.005, -0.031], [0.045, 0.021, -0.026], [-0.006, 0.003, -0.006], [0.015, -0.002, -0.003], [-0.001, 0.000, -0.003], [-0.005, 0.005, -0.001], [-0.004, 0.002, 0.000], [-0.006, 0.003, -0.006], [0.020, 0.005, -0.011], [-0.004, -0.009, 0.000], [0.013, -0.008, -0.006], [0.000, -0.003, 0.000], [0.002, -0.008, -0.015], [-0.009, -0.013, -0.018], [0.001, 0.017, -0.004], [0.091, -0.040, 0.050], [-0.054, 0.058, 0.024], [-0.012, -0.057, -0.023], [-0.107, 0.066, -0.016], [0.049, -0.001, 0.038], [-0.036, -0.071, 0.000], [0.013, 0.080, 0.029], [0.031, -0.032, -0.042], [-0.038, 0.038, -0.004], [-0.014, -0.026, 0.019], [0.066, 0.012, 0.021], [-0.032, -0.010, 0.011], [0.014, 0.027, 0.020], [-0.004, -0.014, 0.012], [-0.013, -0.008, -0.012], [0.018, -0.022, 0.002], [0.005, -0.001, -0.022], [0.022, 0.007, 0.012], [0.023, 0.008, 0.005], [-0.001, -0.024, 0.010], [-0.010, -0.005, 0.012], [-0.004, -0.003, 0.011], [-0.002, -0.027, -0.013], [0.016, -0.007, 0.014], [-0.002, -0.011, -0.007], [0.017, -0.016, -0.023], [-0.010, 0.024, -0.009], [-0.054, 0.075, 0.238], [-0.011, -0.100, -0.006], [0.075, 0.095, 0.039], [-0.041, -0.104, -0.005], [0.034, 0.048, -0.009], [-0.083, -0.053, 0.009], [0.009, 0.079, -0.017], [0.011, 0.015, 0.006], [0.003, 0.014, 0.006], [0.002, 0.003, 0.003], [0.008, 0.010, -0.008], [-0.013, -0.005, 0.006], [0.001, -0.004, -0.017], [0.044, 0.008, 0.015], [-0.138, 0.042, -0.081], [0.043, 0.041, -0.302], [0.055, -0.108, 0.085], [0.075, 0.056, 0.044], [0.022, 0.039, 0.041], [0.003, -0.004, 0.023], [-0.006, 0.002, -0.007], [-0.002, -0.016, 0.004], [0.006, 0.011, 0.008], [0.010, 0.005, 0.025], [-0.008, 0.000, -0.006], [0.005, -0.033, 0.027], [-0.002, 0.048, 0.053], [0.063, -0.022, 0.007], [-0.027, -0.032, -0.040], [-0.016, -0.002, -0.010], [-0.013, 0.017, -0.002], [0.010, -0.005, -0.059], [-0.005, -0.002, -0.002], [0.001, 0.009, 0.006]]
}